Entry 1
Density functional theory data (the ωB97M-V functional and the def2-TZVPD basis) for a 2-piece molecular cluster, C9H14 overall.

Atoms and positions in Å:
C -1.99621 -1.59583 -1.47309
C -2.44929 -0.24413 -1.93197
H -1.34638 -2.12018 -2.22344
H -1.31573 -1.54280 -0.72999
H -2.82953 -2.17159 -1.08022
H -2.26774 0.51576 -1.23296
H -3.53341 -0.23216 -2.08742
H -1.88292 0.15235 -2.85449
C 2.63126 0.94645 -0.70176
C -0.62852 0.30494 1.08913
C 0.29963 0.58854 0.02968
C -0.23095 0.06232 2.43176
C 1.63821 0.42917 0.37795
C 1.13675 -0.09573 2.66603
C 2.10398 0.14087 1.65523
H -1.63625 0.48629 0.87603
H -0.13229 0.99427 -0.87762
H -0.95776 0.14521 3.21152
H 1.60205 -0.15543 3.68459
H 3.02792 1.92171 -0.53962
H 2.08858 1.04077 -1.62443
H 3.15362 0.08889 1.95510
H 3.52499 0.34033 -0.62002

Calculated values
SMILES = Cc1ccccc1.CC
LUMO = 1.060 eV
HOMO energy = -9.064 eV
Frontier orbital gap = 10.12 eV


Entry 2
Density functional theory data (the ωB97M-V functional and the def2-TZVPD basis) for a 2-piece molecular cluster, C9H14 overall.

Atoms and positions in Å:
C 3.39377 -0.22769 1.13628
C 4.21542 -1.39054 0.59132
H 3.70689 0.72622 0.70527
H 2.36185 -0.28124 0.76755
H 3.43929 -0.18138 2.22662
H 4.08896 -1.52375 -0.48182
H 5.27624 -1.21541 0.77601
H 3.92293 -2.31975 1.09188
C -3.49920 1.05105 -1.98369
C -0.35978 -0.35498 -0.36268
C -0.63797 -0.19732 0.98757
C -1.29259 0.02614 -1.31947
C -2.48757 0.62661 -0.95373
C -1.86085 0.36366 1.36342
C -2.76708 0.78968 0.40628
H 0.59959 -0.76649 -0.67608
H 0.12060 -0.16642 1.75673
H -1.13519 -0.20784 -2.36242
H -2.12088 0.53429 2.39890
H -3.23368 0.65887 -2.96551
H -3.56117 2.13459 -2.08176
H -3.69191 1.26649 0.71108
H -4.47766 0.65521 -1.73175

Calculated values
SMILES = Cc1ccccc1.CC
LUMO = 1.019 eV
HOMO energy = -9.027 eV
Frontier orbital gap = 10.05 eV


Entry 3
Density functional theory data (the ωB97M-V functional and the def2-TZVPD basis) for a 2-piece molecular cluster, C9H14 overall.

Atoms and positions in Å:
C 1.91334 2.28714 -0.05803
C -1.29967 0.35718 -2.13615
C -0.11503 -0.34103 -1.96299
C -1.49465 1.57049 -1.49567
C 0.92689 0.27942 -1.26869
C -0.49350 2.10783 -0.70269
C 0.77514 1.51895 -0.66995
H -1.99201 -0.00182 -2.88535
H 0.10637 -1.36535 -2.23913
H -2.36378 2.15613 -1.74772
H 1.92412 -0.13515 -1.26435
H -0.63463 2.96040 -0.04515
H 1.60163 2.76564 0.87360
H 2.20094 3.09730 -0.72712
H 2.77085 1.65286 0.15175
C -0.60203 -1.90594 2.64669
C -0.40902 -2.83357 1.41252
H 0.10321 -2.13804 3.43430
H -0.33011 -0.88671 2.34648
H -1.63510 -1.95268 2.99091
H -0.29696 -2.23232 0.50988
H 0.53387 -3.36903 1.44779
H -1.18988 -3.59169 1.38909

Calculated values
SMILES = Cc1ccccc1.CC
LUMO = 0.984 eV
HOMO energy = -9.033 eV
Frontier orbital gap = 10.02 eV


Entry 4
Density functional theory data (the ωB97M-V functional and the def2-TZVPD basis) for a 2-piece molecular cluster, C9H14 overall.

Atoms and positions in Å:
C -0.47616 0.67620 0.53287
C 0.57962 -2.64278 -0.58382
C 0.48109 -1.28668 -0.67581
C 0.33437 -3.39744 0.52782
C -0.36548 -0.74731 0.30047
C -0.49971 -2.74788 1.59524
C -0.86719 -1.46387 1.37249
H 1.00317 -3.24271 -1.36107
H 0.90409 -0.79931 -1.63910
H 0.81015 -4.35422 0.66550
H -0.58366 -3.15968 2.52877
H -0.21569 0.83853 1.62064
H -1.42615 1.14165 0.11221
H -1.61664 -1.13372 2.07484
H 0.21432 1.26186 0.00580
C 0.16181 4.14289 -1.94613
C 0.46877 4.63429 -0.54992
H -0.90058 3.68355 -2.12329
H 0.27610 4.91121 -2.65423
H 1.03039 3.39596 -2.21202
H -0.36797 5.21328 -0.09402
H 0.67311 3.93399 0.21775
H 1.29664 5.30500 -0.58100

Calculated values
SMILES = Cc1ccccc1.CC
LUMO = 1.005 eV
HOMO energy = -8.661 eV
Frontier orbital gap = 9.67 eV


Which is most stable, and by how much? entry 2, by 6.0 kcal/mol.